C2H4ErLiO as an isolated structure in a non-equilibrium geometry. Source: the OMol25 dataset; level of theory: wB97M-V/def2-TZVPD.

```
9
Properties=species:S:1:pos:R:3:forces:R:3:mulliken_spin:R:1
O -0.782091 -0.849063 0.392506 -2.030 -0.758 -1.580 0.01
Li -2.421326 -0.038634 1.345383 0.895 -0.293 -0.308 0.03
C 0.264296 -0.060089 0.705374 0.708 -0.960 0.688 0.71
C 0.865742 0.767176 -0.338720 -1.534 -0.959 -2.432 -0.05
H 0.913730 -0.535518 1.455673 -0.197 0.493 -0.063 0.04
H 0.162446 1.553357 -0.656991 0.160 -0.052 0.044 0.05
H 1.777860 1.275458 -0.002247 0.097 -0.651 -0.683 -0.01
Er -1.576511 -2.125956 -1.481693 0.807 1.188 1.679 3.10
H 0.795853 0.013268 -1.419285 1.093 1.993 2.653 0.13
```
Forces are in eV/Å.

The calculation puts the largest force on an atom at 3.5 eV Å⁻¹. Its expectation value of S² is 6.0126. Its HOMO energy (alpha / beta) is -10.6 / -10.7 eV. The spin multiplicity is 5. The charge is +1. The calculation puts the calculated total energy at -1176.05952 a.u.

C30H16Cl3IIrN4O10 as an isolated structure in a non-equilibrium geometry. Source: the OMol25 dataset; level of theory: wB97M-V/def2-TZVPD.

```
65
Properties=species:S:1:pos:R:3:forces:R:3:mulliken_spin:R:1
Ir -0.653783 0.900808 1.306485 0.982 0.542 -0.118 0.71
Cl 5.959384 -0.152213 2.658914 -0.007 0.004 0.000 0.01
C 4.418837 0.552603 2.305013 0.021 -0.029 0.004 0.04
C 4.306374 1.907037 2.174750 0.006 0.028 -0.006 -0.02
C 3.068623 2.516392 1.875268 -0.023 -0.014 -0.020 0.05
I 2.940868 4.567864 1.648715 0.008 0.016 0.002 0.00
C 1.942308 1.744178 1.723445 0.113 0.031 -0.019 0.00
O 0.740034 2.242057 1.422584 -0.356 -0.134 0.095 0.13
C 2.071755 0.341994 1.860637 0.017 -0.006 -0.021 -0.02
N 0.926354 -0.364340 1.660766 -0.266 -0.127 -0.104 -0.01
C 0.932774 -1.676442 1.732914 0.011 0.010 -0.034 0.00
C 2.111168 -2.382403 2.019027 0.019 0.004 -0.003 -0.01
C 3.278017 -1.697579 2.225061 0.001 -0.025 -0.016 0.01
C 3.289483 -0.289277 2.144115 -0.015 0.021 -0.002 -0.01
H 5.183161 2.527125 2.297916 0.000 0.000 -0.001 0.00
H -0.009525 -2.178988 1.554420 -0.001 -0.005 0.005 0.00
H 2.077898 -3.460652 2.068588 -0.005 -0.001 -0.004 0.00
H 4.197215 -2.223875 2.442797 0.000 0.004 0.004 0.00
O -2.090715 1.247864 5.024157 0.173 0.218 0.049 0.03
C -2.004807 1.397206 3.834282 -0.406 -0.468 -0.089 -0.01
O -0.942783 0.865564 3.201045 -0.121 -0.008 -0.134 0.09
C -3.124571 2.030524 3.053009 0.171 0.118 -0.021 0.00
C -4.278961 2.245130 3.792609 -0.060 0.033 0.035 -0.01
C -5.385877 2.834224 3.221698 0.052 -0.021 -0.002 0.00
C -5.377352 3.237844 1.899412 0.012 0.025 -0.015 0.00
C -4.228294 3.060109 1.171107 0.014 0.002 0.014 0.00
C -3.063891 2.438371 1.694493 -0.037 0.036 0.063 0.00
O -2.039098 2.272808 0.911646 -0.110 -0.123 -0.004 -0.01
N -4.262572 3.519686 -0.224127 -0.039 0.007 -0.053 0.00
O -5.315802 3.372971 -0.820762 0.029 -0.031 0.022 0.00
O -3.270378 4.034468 -0.687906 0.028 -0.004 0.061 0.00
N -6.594830 3.036646 4.022322 -0.020 -0.045 -0.013 0.00
O -7.540562 3.577252 3.482572 0.006 0.017 0.000 0.00
O -6.582153 2.647090 5.172296 0.009 0.013 0.005 0.00
H -4.293915 1.945004 4.830091 -0.004 0.002 -0.004 0.00
H -6.249368 3.683943 1.445657 -0.005 -0.002 -0.003 0.00
Cl 0.907418 -2.236050 -5.674692 0.001 -0.025 0.028 0.00
C 2.226876 -1.390349 -4.942059 0.005 0.028 0.025 0.00
C 3.407352 -1.249745 -5.650366 -0.010 -0.010 0.004 0.00
C 4.456002 -0.529284 -5.102027 0.014 0.004 -0.010 0.00
C 4.326580 0.042697 -3.848359 0.003 0.013 0.013 0.00
C 3.147959 -0.129807 -3.143701 0.021 -0.024 -0.041 0.00
Cl 3.004102 0.575973 -1.563690 -0.009 0.035 0.118 0.00
C 2.068693 -0.846134 -3.663068 -0.074 -0.036 -0.020 0.00
N 0.859705 -0.973408 -2.962386 0.037 0.074 0.013 0.00
C 0.454152 -2.209486 -2.429812 -0.038 -0.076 -0.006 0.00
C 1.290591 -3.325338 -2.438366 0.004 0.056 -0.003 0.00
C 0.860639 -4.535234 -1.921021 0.000 -0.012 -0.001 0.00
C -0.409085 -4.657370 -1.376619 0.004 -0.009 0.010 0.00
C -1.244623 -3.551942 -1.366579 0.008 0.010 0.026 0.00
C -0.836445 -2.333950 -1.895209 0.015 -0.015 -0.018 0.00
C -1.782971 -1.150665 -1.870218 -0.040 0.025 -0.002 0.00
C -1.417801 -0.308568 -0.698510 -0.057 -0.135 0.297 0.01
O -1.901019 -0.524607 0.467865 -0.055 0.034 -0.110 0.02
O -0.514664 0.582554 -0.752656 -0.048 -0.019 0.015 -0.01
H 3.486021 -1.688796 -6.634808 0.002 0.001 0.002 0.00
H 5.374310 -0.405143 -5.659222 0.000 -0.003 0.003 0.00
H 5.130664 0.614281 -3.406969 0.000 -0.002 0.000 0.00
H 0.655853 -0.181611 -2.366095 0.001 0.007 0.023 0.00
H 2.287604 -3.239397 -2.850367 0.007 0.005 -0.011 0.00
H 1.527368 -5.387602 -1.943773 0.000 -0.002 -0.001 0.00
H -0.749852 -5.602382 -0.976049 0.000 0.001 -0.002 0.00
H -2.243819 -3.632728 -0.954468 0.003 0.001 -0.003 0.00
H -2.807902 -1.492054 -1.741673 -0.008 0.000 -0.028 0.00
H -1.698725 -0.554846 -2.780116 0.020 -0.017 0.006 0.00
```
Forces are in eV/Å.

The calculation puts the largest force on an atom at 1.1 eV Å⁻¹. The value obtained for the energy above the lowest of the compared OMol25 structures with the same formula, charge and spin is 0.0 kcal per mole. Its expectation value of S² is 0.7569. Its HOMO energy (alpha / beta) is -8.8 / -8.8 eV. The spin multiplicity is 2. The calculation puts the calculated total energy at -3906.76727 a.u.

A single C5H7NO2 molecule in a non-equilibrium geometry. Source: the OMol25 dataset; level of theory: wB97M-V/def2-TZVPD.

```
15
Properties=species:S:1:pos:R:3:forces:R:3:nbo_charge:R:1
C 1.626567 -0.593924 0.489115 2.051 -1.519 2.754 0.44
C -0.536519 0.849756 0.837821 0.780 -1.525 0.385 -0.45
C 0.831264 0.225946 1.234745 -1.571 1.752 1.852 -0.29
C 0.015508 -0.402032 -1.226096 -0.638 0.091 -3.629 0.14
C -1.065111 -0.057022 -0.303510 0.898 -1.113 3.379 0.02
N 1.200713 -0.789014 -0.806110 -2.715 1.106 -0.715 -0.46
O 2.662178 -1.192871 0.912645 -0.855 0.546 -1.252 -0.71
O -2.274685 0.300876 -0.790564 -1.617 3.447 -3.168 -0.69
H -1.308726 0.645255 1.666904 1.310 1.184 -1.087 0.24
H -0.362695 1.907045 0.526771 -0.647 -0.403 0.388 0.21
H 1.236897 0.499260 2.228318 -0.283 -0.229 -0.802 0.22
H -0.213130 -0.279774 -2.385766 0.712 -0.757 2.533 0.21
H -1.311838 -1.028838 0.323704 0.788 1.156 -1.275 0.21
H 1.765460 -1.312989 -1.401371 1.561 -0.669 -1.228 0.43
H -2.265883 1.228326 -1.306607 0.226 -3.067 1.866 0.47
```
Forces are in eV/Å.

The calculation puts the largest force on an atom at 5.0 eV Å⁻¹. The value obtained for the energy above the lowest of the compared OMol25 structures with the same formula, charge and spin is 81.9 kcal per mole. Its HOMO energy (alpha / beta) is -7.0 / -7.7 eV. The calculation puts the calculated total energy at -399.83510 a.u.

A 2-piece molecular cluster, C4H13NO2 overall in a non-equilibrium geometry. Source: the OMol25 dataset; level of theory: wB97M-V/def2-TZVPD.

```
20
Properties=species:S:1:pos:R:3:forces:R:3:nbo_charge:R:1
C 2.293635 0.247880 1.538387 0.153 -0.414 -0.200 -0.42
N 1.230798 0.269329 0.532298 -0.503 -0.348 0.105 -0.62
C 0.477795 -1.016701 0.613130 0.348 1.102 -0.422 -0.23
C -0.373865 -1.187935 -0.629407 -0.690 -1.036 -0.906 -0.44
C 0.343797 -1.891999 -1.796642 -0.051 1.002 0.504 -0.06
O 1.485070 -1.104714 -2.216744 -0.429 -0.423 0.235 -0.73
H 1.867548 0.037463 2.522333 0.001 -0.311 -0.120 0.19
H 2.836675 1.179252 1.686671 -0.133 0.243 -0.520 0.20
H 3.013217 -0.531557 1.230589 0.097 0.091 0.670 0.17
H 1.664300 0.157200 -0.384083 0.147 0.523 0.229 0.36
H -0.178422 -1.053875 1.481715 0.305 0.155 0.262 0.19
H 1.253268 -1.792239 0.676421 -0.455 -0.523 0.086 0.17
H -0.831692 -0.284739 -1.040528 0.516 0.556 0.391 0.21
H -1.290508 -1.751747 -0.408114 0.300 -0.347 0.154 0.21
H 0.664962 -2.885188 -1.490217 0.301 0.044 -0.208 0.18
H -0.326408 -1.944757 -2.647968 -0.266 -0.433 -0.119 0.16
H 1.067639 -0.295127 -2.532692 0.360 0.120 -0.140 0.46
H -4.884078 5.100164 0.407224 0.390 -0.164 -0.527 0.46
H -5.437002 4.506002 1.607407 0.369 -0.758 -0.183 0.46
O -4.876730 4.243288 0.850222 -0.762 0.921 0.709 -0.92
```
Forces are in eV/Å.

The calculation puts the largest force on an atom at 1.5 eV Å⁻¹. The value obtained for the energy above the lowest of the compared OMol25 structures with the same formula, charge and spin is 29.3 kcal per mole. The SMILES is CNCCCO.O. Its HOMO energy is -8.8 eV. The calculation puts the calculated total energy at -365.39584 a.u.